Density functional theory data (ωB97M-V/def2-TZVPD) for a gas-phase ion, C3H8NO (charge +1) at a distorted geometry.

Each line ends with the Löwdin charge.
CARTESIAN COORDINATES (ANGSTROEM)
C  0.05  -1.45  1.00  -0.013
C  0.34  -0.04  0.56  -0.277
N  1.29  -0.14  -0.75  0.174
C  -0.93  0.77  0.19  -0.166
O  -1.04  1.10  -0.95  0.105
H  -0.87  -1.74  0.47  0.108
H  -0.13  -1.64  2.05  0.108
H  0.73  -2.17  0.54  0.105
H  0.90  0.71  1.19  0.176
H  1.79  0.12  0.17  0.195
H  1.51  0.79  -1.14  0.152
H  0.58  -0.49  -1.40  0.179
H  -1.63  1.21  0.91  0.155

As for the relative energy (zero: lowest compared OMol25 entry of this formula, charge and spin): 83.3 kcal/mol. Its SMILES is C[C@@H]([NH3+])C=O. The calculation puts the total energy at -248.7032 a.u. The gap between HOMO and LUMO is 11.082 eV. Its largest force on an atom is 0.0642 hartree/bohr. As for the charge: +1.

Density functional theory data (ωB97M-V/def2-TZVPD) for 2 unconnected molecules or ions with the total composition C3H8NO at a distorted geometry.

Each line ends with the Löwdin charge.
CARTESIAN COORDINATES (ANGSTROEM)
C  -0.30  -0.75  1.22  -0.132
C  -1.54  -0.37  1.52  0.100
C  1.75  -0.07  0.15  0.196
N  0.56  0.19  0.54  0.044
H  -0.03  -1.80  1.29  0.133
H  -1.92  0.65  1.49  0.091
H  -2.14  -1.13  2.06  0.103
H  2.38  0.50  -0.51  0.128
H  2.07  -1.06  0.46  0.125
H  -0.05  0.76  -0.05  0.143
H  -0.24  1.76  -2.62  0.062
H  -0.32  0.48  -3.23  0.065
O  -0.22  0.83  -2.33  -0.059

As for the relative energy (zero: lowest compared OMol25 entry of this formula, charge and spin): 31.0 kcal/mol. The calculation puts the total energy at -248.7865 a.u. The gap between HOMO and LUMO is 9.733 eV. Its largest force on an atom is 0.0360 hartree/bohr. As for the charge: +1.

Density functional theory data (ωB97M-V/def2-TZVPD) for a gas-phase ion, C3H8NO (charge +1) at a distorted geometry.

Each line ends with the Löwdin charge.
CARTESIAN COORDINATES (ANGSTROEM)
C  -0.56  0.55  0.96  -0.004
C  0.12  1.57  1.86  0.006
C  0.56  -1.50  -1.82  -0.008
N  -0.46  -1.08  -0.80  -0.041
O  0.04  -0.34  0.27  0.052
H  -1.52  0.86  0.55  0.154
H  -0.11  1.68  2.99  0.143
H  1.23  1.46  1.68  0.113
H  -0.19  2.55  1.42  0.114
H  0.02  -2.18  -2.52  0.118
H  0.91  -0.60  -2.36  0.090
H  1.40  -1.91  -1.18  0.109
H  -1.45  -1.06  -1.05  0.154

As for the relative energy (zero: lowest compared OMol25 entry of this formula, charge and spin): 87.6 kcal/mol. The calculation puts the total energy at -248.6963 a.u. The gap between HOMO and LUMO (alpha / beta) is 8.788 / 8.788 eV. Its largest force on an atom is 0.0412 hartree/bohr. As for the charge: +1.